1.
{"formula": "C5H7BrO", "method": "ωB97M-V with the def2-TZVPD basis set", "elements": ["C", "C", "C", "C", "C", "O", "Br", "H", "H", "H", "H", "H", "H", "H"], "xyz": [[-0.75602, 0.76998, 0.06932], [0.08433, -1.64836, -0.71471], [-0.03472, -1.65557, 0.79041], [0.16387, -0.36742, 0.14197], [-0.14204, 2.15174, -0.12086], [-1.92221, 0.37496, 0.02402], [2.69459, 0.13875, 0.22711], [0.95299, -1.84448, -1.21397], [-0.87992, -1.68805, -1.31821], [-0.99327, -1.85903, 1.26236], [0.74699, -1.79072, 1.39744], [0.21026, 2.10431, -1.08461], [0.68332, 2.32428, 0.55712], [-0.80816, 2.98960, -0.01737]], "spin_multiplicity": 1}

***

2.
{"formula": "C5H7BrO", "method": "ωB97M-V with the def2-TZVPD basis set", "elements": ["C", "C", "C", "C", "C", "O", "Br", "H", "H", "H", "H", "H", "H", "H"], "xyz": [[-0.89702, -0.25005, 0.48220], [0.18982, -0.67710, -0.16558], [-0.68144, 1.07211, 1.07998], [0.55925, 1.43636, 0.29296], [0.51159, -1.91904, -0.96511], [1.14213, 0.27665, -0.09649], [-0.04203, 2.35446, -1.40214], [-1.89300, -0.69021, 0.46740], [-1.47631, 1.84758, 0.95909], [-0.41967, 0.96962, 2.21959], [1.24005, 2.06988, 0.82936], [1.45378, -2.28651, -0.64762], [0.63667, -1.53691, -2.04529], [-0.32383, -2.66682, -1.00835]], "spin_multiplicity": 1}

***

It is 2 that is most stable; the runner-up trails by 200.7 kJ/mol.

***

1.
{"formula": "C40H37BF3N3O5S", "method": "ωB97M-V with the def2-TZVPD basis set", "elements": ["C", "N", "C", "O", "C", "C", "C", "C", "C", "C", "C", "C", "N", "C", "C", "C", "C", "C", "C", "N", "O", "O", "C", "C", "C", "C", "C", "C", "H", "H", "H", "H", "H", "H", "H", "H", "H", "H", "H", "H", "H", "H", "H", "H", "H", "H", "H", "H", "H", "H", "H", "H", "C", "C", "C", "C", "C", "B", "C", "C", "C", "C", "C", "F", "F", "F", "C", "C", "O", "C", "C", "C", "C", "C", "C", "O", "S", "H", "H", "H", "H", "H", "H", "H", "H", "H", "H", "H", "H", "H"], "xyz": [[-1.91375, 5.17532, 1.66376], [-1.96353, 3.72857, 1.62563], [-3.16125, 3.07427, 1.56514], [-4.26739, 3.60816, 1.61826], [-2.84236, 1.58158, 1.41404], [-3.64747, 0.93683, 0.28936], [-5.14325, 0.96431, 0.54226], [-6.01166, 1.41181, -0.45749], [-7.38037, 1.51211, -0.19459], [-7.88173, 1.12790, 1.05625], [-7.01281, 0.65126, 2.04484], [-5.64537, 0.54298, 1.77823], [-1.39546, 1.57035, 1.21066], [-0.76141, 0.47909, 0.70986], [0.53101, 0.10236, 0.96574], [1.48430, -0.28434, -0.10685], [2.88509, -0.24841, 0.54497], [3.47383, 0.99318, 0.70523], [4.83415, 1.07628, 1.02061], [5.55273, 2.10157, 0.36013], [6.79314, 2.13324, 0.47049], [4.90578, 2.89852, -0.36161], [5.50620, -0.00243, 1.62308], [4.82156, -1.20866, 1.71054], [3.55123, -1.34559, 1.11810], [-0.78851, 2.91402, 1.35506], [-0.09851, 3.40189, 0.09340], [0.24259, 3.00468, 2.48404], [-2.91064, 5.53880, 1.91590], [-1.18847, 5.49553, 2.41582], [-1.61883, 5.59288, 0.69201], [-3.08925, 1.08893, 2.37448], [-3.41842, 1.47084, -0.64745], [-3.33486, -0.10990, 0.15597], [-5.58765, 1.71291, -1.42050], [-8.04649, 1.89492, -0.96897], [-8.94922, 1.20042, 1.26015], [-7.38727, 0.36513, 3.02860], [-4.95323, 0.16343, 2.53461], [-1.35415, -0.16567, 0.04751], [0.83556, -0.02699, 2.02859], [1.24788, -1.20577, -0.64715], [2.94031, 1.92066, 0.52659], [6.53393, 0.13780, 1.94359], [5.27868, -2.04870, 2.24229], [3.07199, -2.33138, 1.09859], [-0.65586, 3.08118, -0.78837], [-0.01708, 4.49565, 0.08845], [0.92227, 2.99428, 0.04548], [-0.14885, 2.56151, 3.40516], [1.16466, 2.48832, 2.19380], [0.47539, 4.06403, 2.66595], [0.71848, -4.54593, -5.06706], [1.16943, -4.27725, -3.67854], [2.47603, -4.17886, -3.21017], [2.56060, -3.91825, -1.80471], [1.32131, -3.87938, -1.15493], [1.48045, 1.12320, -1.08740], [1.02297, -4.12812, 0.24373], [-0.30333, -4.03120, 0.71876], [-0.69543, -4.65055, 1.89447], [0.28041, -5.23109, 2.71451], [-0.10265, -5.97416, 3.97934], [0.54374, -7.18044, 4.08450], [0.19062, -5.28017, 5.12962], [-1.44137, -6.24252, 4.02747], [1.63072, -5.16061, 2.36338], [1.99036, -4.67779, 1.11469], [2.69618, 1.53097, -1.70671], [2.35544, 2.11418, -2.88511], [0.95700, 2.16308, -3.00516], [0.34962, 2.99467, -3.92201], [1.20100, 3.61504, -4.86468], [2.59605, 3.47113, -4.80980], [3.19905, 2.77587, -3.74020], [0.39756, 1.49622, -1.92834], [0.07038, -3.89874, -2.39581], [1.50043, -5.06317, -5.63171], [-0.18923, -5.16116, -5.07996], [0.49999, -3.59479, -5.57053], [3.34563, -4.32643, -3.86084], [3.51833, -3.76385, -1.30040], [-1.05370, -3.49955, 0.11913], [-1.75193, -4.71536, 2.13445], [2.41954, -5.49547, 3.02727], [3.02517, -4.76036, 0.77477], [-0.72183, 3.16749, -3.90384], [0.75650, 4.23489, -5.64604], [3.23964, 3.91306, -5.57233], [4.26967, 2.75569, -3.54005]], "spin_multiplicity": 1}

***

2.
{"formula": "C40H37BF3N3O5S", "method": "ωB97M-V with the def2-TZVPD basis set", "elements": ["C", "N", "C", "O", "C", "C", "C", "C", "C", "C", "C", "C", "N", "C", "C", "C", "C", "C", "C", "C", "N", "O", "O", "C", "C", "C", "C", "C", "H", "H", "H", "H", "H", "H", "H", "H", "H", "H", "H", "H", "H", "H", "H", "H", "H", "H", "H", "H", "H", "H", "H", "H", "C", "C", "C", "C", "C", "B", "C", "C", "C", "C", "C", "F", "F", "F", "C", "C", "O", "C", "C", "C", "C", "C", "C", "O", "S", "H", "H", "H", "H", "H", "H", "H", "H", "H", "H", "H", "H", "H"], "xyz": [[-1.57882, -0.73173, 7.22184], [-0.70370, -0.12104, 6.24661], [0.62424, -0.43983, 6.20270], [1.19080, -1.24660, 6.93623], [1.25035, 0.40033, 5.08984], [2.02196, -0.42057, 4.06928], [3.20259, -1.18036, 4.62910], [3.35123, -2.53480, 4.31984], [4.41528, -3.26770, 4.84903], [5.36906, -2.62221, 5.64611], [5.25312, -1.25132, 5.91303], [4.16461, -0.52975, 5.40974], [0.09718, 1.08513, 4.50285], [0.24755, 1.91143, 3.43662], [-0.80440, 2.58473, 2.83700], [-0.80200, 3.49859, 1.78379], [-2.00889, 4.22497, 1.46246], [-2.05877, 5.22276, 0.43995], [-3.10078, 6.11075, 0.31065], [-4.25884, 5.93331, 1.09501], [-5.23067, 6.96223, 1.18219], [-6.21604, 6.78631, 1.93706], [-5.05027, 8.01860, 0.53698], [-4.35289, 4.81724, 1.94997], [-3.25171, 3.99944, 2.14224], [-1.17076, 0.78893, 5.20848], [-2.19632, 0.06337, 4.32215], [-1.80380, 2.02287, 5.86619], [-0.98141, -1.38249, 7.86706], [-2.06603, 0.04152, 7.82791], [-2.35639, -1.33158, 6.73306], [1.93133, 1.14030, 5.55433], [1.33503, -1.12021, 3.57465], [2.36213, 0.26570, 3.28154], [2.61710, -3.00996, 3.66598], [4.48777, -4.33627, 4.64117], [6.19906, -3.19176, 6.06491], [6.00075, -0.74080, 6.52046], [4.05445, 0.53810, 5.61595], [1.27647, 2.05550, 3.09575], [-1.77768, 2.37876, 3.27373], [0.12196, 3.73080, 1.26246], [-1.23966, 5.31489, -0.25731], [-3.04110, 6.96302, -0.36909], [-5.28379, 4.64752, 2.48387], [-3.37549, 3.18074, 2.85097], [-1.75229, -0.85768, 3.91872], [-3.07266, -0.18867, 4.93357], [-2.52215, 0.68971, 3.48942], [-1.20611, 2.31176, 6.74106], [-1.84363, 2.86618, 5.17291], [-2.82315, 1.76754, 6.18520], [3.44672, 4.54547, -5.61861], [3.35531, 4.35879, -4.15313], [4.39055, 4.15854, -3.26747], [3.96501, 4.00449, -1.90127], [2.59877, 4.07745, -1.77460], [1.78475, 4.15923, -0.37101], [1.71535, 2.56100, -0.01500], [0.70717, 1.75861, -0.52751], [0.71965, 0.37771, -0.30386], [1.78200, -0.18705, 0.38712], [1.78442, -1.67324, 0.61263], [3.00458, -2.14630, 1.01413], [0.88144, -2.03279, 1.60312], [1.41963, -2.37134, -0.50162], [2.81757, 0.60288, 0.88043], [2.75124, 1.99062, 0.70989], [2.59273, 5.01193, 0.53583], [2.10889, 6.25821, 0.36342], [0.95373, 6.26048, -0.45628], [0.17988, 7.40660, -0.63832], [0.54840, 8.54225, 0.08397], [1.68276, 8.54220, 0.90345], [2.49512, 7.41599, 1.03686], [0.62285, 4.98351, -0.79828], [1.83648, 4.34019, -3.30388], [4.49875, 4.61951, -5.90951], [3.00320, 3.69910, -6.15774], [2.92994, 5.46520, -5.91479], [5.43019, 4.11907, -3.58130], [4.67428, 3.83084, -1.09466], [-0.09828, 2.20104, -1.11555], [-0.08131, -0.25539, -0.68381], [3.66960, 0.14746, 1.38120], [3.54997, 2.61392, 1.11917], [-0.68731, 7.36055, -1.29075], [-0.06957, 9.43762, 0.00767], [1.94311, 9.44311, 1.45994], [3.38592, 7.37347, 1.65730]], "spin_multiplicity": 1}

***

It is 2 that is most stable; the runner-up trails by 66.4 kJ/mol.

***

1.
{"formula": "CHNO3", "method": "ωB97M-V with the def2-TZVPD basis set", "elements": ["C", "N", "O", "O", "O", "H"], "xyz": [[-0.46515, 1.35486, 0.17117], [0.54973, 0.78964, 0.16581], [-1.60279, -0.88834, -0.26960], [1.61649, 0.07642, 0.36979], [2.31541, -0.19418, -0.68584], [-2.41369, -1.13840, 0.24868]], "spin_multiplicity": 1}

***

2.
{"formula": "CHNO3", "method": "ωB97M-V with the def2-TZVPD basis set", "elements": ["C", "N", "O", "O", "O", "H"], "xyz": [[0.38911, 0.41784, 0.16806], [2.68119, -0.57755, 0.14939], [1.34074, -0.61658, 0.08740], [0.63148, 1.57870, 0.07915], [3.34488, 0.38875, -0.17195], [-0.65639, -0.13470, 0.46032]], "spin_multiplicity": 1}

***

3.
{"formula": "CHNO3", "method": "ωB97M-V with the def2-TZVPD basis set", "elements": ["C", "N", "O", "O", "O", "H"], "xyz": [[0.64131, -0.75305, 0.01954], [-0.06794, 0.34828, 0.53486], [0.54612, -1.19306, -1.08562], [-1.55319, 1.86201, 0.03944], [-0.87126, 0.87606, -0.31332], [1.30496, -1.14024, 0.80511]], "spin_multiplicity": 1}

***

It is 2 that is most stable; the runner-up trails by 282.2 kJ/mol.